# 1
64
Properties=species:S:1:pos:R:3:forces:R:3:mulliken_charge:R:1 method="wB97M-V/def2-TZVPD" de_lowest_kj_mol=50.3 lumo_energy_ha=-0.024 e_tot_ha=-5975.47329
Pb -0.270 -0.227 -0.057 0.315 -0.802 0.186 1.60
Br 0.917 1.393 7.425 -0.031 -0.065 -0.091 -0.23
C 0.395 0.727 5.718 0.079 0.056 0.229 -0.26
C 0.381 -0.654 5.486 -0.008 0.132 -0.024 -0.52
C -0.025 -1.125 4.268 0.046 -0.017 -0.187 -0.39
C -0.390 -0.264 3.193 -0.008 0.240 0.327 -0.04
O -0.832 -0.791 2.105 0.031 0.141 -0.347 -0.46
C -0.296 1.146 3.436 0.014 -0.506 0.173 0.37
C -0.534 2.177 2.470 -0.179 0.306 -0.346 -0.24
N -0.519 2.075 1.184 -0.058 -0.104 0.252 0.28
C -0.651 3.217 0.380 -0.036 0.580 -0.024 0.37
C -0.379 4.496 0.832 0.039 -0.288 0.054 -0.64
C -0.512 5.633 0.023 -0.042 0.126 -0.191 -0.98
C -0.883 5.516 -1.284 0.065 0.053 0.102 -0.87
C -1.128 4.236 -1.820 0.049 -0.143 0.112 1.16
C -1.467 4.066 -3.181 -0.051 -0.157 -0.049 -0.65
C -1.699 2.816 -3.677 0.032 0.217 -0.063 -1.15
C -1.582 1.729 -2.797 0.073 -0.066 0.192 0.00
N -1.267 1.845 -1.531 -0.298 0.282 -0.006 0.03
C -1.024 3.074 -1.004 -0.060 0.278 -0.116 -0.10
C 0.051 1.600 4.729 0.044 0.002 -0.110 -0.83
H 0.696 -1.335 6.265 -0.058 -0.012 0.016 0.43
H -0.053 -2.188 4.066 -0.014 0.001 0.012 0.46
H -0.729 3.153 2.925 0.031 0.003 -0.009 0.41
H -0.031 4.642 1.845 0.015 -0.034 -0.001 0.45
H -0.304 6.607 0.446 0.021 -0.010 0.004 0.40
H -0.975 6.383 -1.926 0.004 0.009 0.015 0.39
H -1.531 4.942 -3.815 -0.034 0.005 0.001 0.42
H -1.965 2.656 -4.712 0.018 -0.016 -0.002 0.44
H -1.746 0.717 -3.158 -0.014 0.010 -0.025 0.42
H 0.088 2.666 4.923 -0.035 0.006 -0.026 0.45
C -2.370 -2.839 0.560 0.057 0.011 0.049 -1.26
N -2.068 -1.972 -0.584 -0.283 -0.346 0.042 0.58
C -3.310 -1.378 -1.072 0.066 0.069 0.042 -1.05
C -1.397 -2.726 -1.651 0.274 0.045 0.072 -1.14
C -0.065 -3.348 -1.217 0.103 0.029 0.202 -0.96
N 0.722 -2.421 -0.417 -0.214 -0.033 -0.141 0.09
C 1.802 -2.866 0.245 0.207 -0.182 0.016 0.25
C 2.491 -1.989 1.121 0.019 -0.086 0.023 -0.03
F 2.048 -0.703 1.227 -0.044 0.049 -0.025 -0.33
C 3.574 -2.347 1.884 0.011 -0.051 -0.032 -0.01
F 4.116 -1.432 2.704 0.002 0.079 0.013 -0.33
C 4.120 -3.615 1.825 -0.016 -0.029 -0.034 -0.53
C 3.510 -4.491 0.948 0.056 0.136 0.133 0.10
F 4.012 -5.730 0.817 -0.034 -0.086 -0.030 -0.33
C 2.408 -4.151 0.193 -0.038 0.070 0.003 0.48
F 1.930 -5.110 -0.638 -0.060 0.037 -0.070 -0.35
H -3.099 -3.613 0.281 0.026 -0.004 -0.040 0.35
H -2.769 -2.238 1.374 -0.025 0.008 -0.009 0.35
H -1.458 -3.308 0.918 0.012 0.030 0.027 0.30
H -4.016 -2.148 -1.410 -0.009 0.009 -0.015 0.35
H -3.110 -0.698 -1.900 0.029 -0.016 -0.036 0.22
H -3.775 -0.806 -0.268 -0.022 -0.014 -0.011 0.30
H -1.220 -2.036 -2.484 -0.074 0.033 0.005 0.38
H -2.053 -3.531 -2.008 -0.017 0.046 -0.114 0.36
H 0.462 -3.642 -2.132 -0.081 -0.101 -0.026 0.53
H -0.274 -4.273 -0.671 -0.031 -0.037 -0.020 0.54
H 4.971 -3.902 2.423 0.005 0.002 -0.013 0.50
Cl 4.565 0.268 -4.098 -0.070 0.094 0.068 -0.09
C 3.745 1.679 -3.410 0.234 0.119 -0.324 0.72
Cl 4.926 2.791 -2.698 -0.091 -0.086 -0.014 -0.09
Cl 2.808 2.516 -4.669 0.059 -0.058 0.082 -0.10
C 2.818 1.236 -2.380 -0.197 -0.078 0.203 -0.06
N 2.067 0.896 -1.584 0.194 0.114 -0.089 -0.50


# 2
63
Properties=species:S:1:pos:R:3:forces:R:3:mulliken_charge:R:1 method="wB97M-V/def2-TZVPD" charge=-1 de_lowest_kj_mol=0.9 lumo_energy_ha=0.047 e_tot_ha=-5511.20467
Zr 0.914 -0.190 -0.178 0.421 -0.202 0.026 0.10
Br -1.234 0.782 1.514 0.018 0.177 0.192 0.07
C -0.552 0.186 3.191 0.071 -0.117 -0.027 1.10
C -1.165 0.613 4.327 -0.044 0.038 -0.090 -0.73
C -0.708 0.121 5.567 0.054 -0.054 0.047 -0.67
C 0.306 -0.791 5.609 -0.029 0.036 -0.008 -0.88
C 0.931 -1.248 4.422 -0.015 0.003 0.014 0.96
C 1.945 -2.233 4.459 0.020 -0.016 -0.055 -0.73
C 2.508 -2.678 3.300 -0.021 0.006 0.055 -1.32
C 2.117 -2.123 2.061 -0.022 0.034 -0.016 -0.79
C 1.159 -1.136 1.944 0.007 0.013 -0.198 1.81
C 0.528 -0.732 3.162 -0.052 0.009 -0.073 -0.55
H -1.997 1.303 4.278 -0.004 0.004 0.000 0.51
H -1.182 0.462 6.477 -0.004 0.000 0.005 0.38
H 0.647 -1.190 6.557 -0.004 0.001 0.010 0.36
H 2.254 -2.629 5.419 0.002 -0.004 0.005 0.35
H 3.275 -3.442 3.324 0.006 -0.001 -0.003 0.40
H 2.635 -2.489 1.179 0.005 -0.001 0.017 0.24
S 1.680 2.200 0.257 -0.103 -0.028 -0.094 -0.36
C 2.785 2.126 -1.115 -0.010 0.001 0.005 0.47
C 2.928 3.253 -1.926 0.070 -0.037 -0.071 -0.99
C 3.773 3.245 -3.027 -0.072 -0.133 0.165 0.60
C 3.904 4.427 -3.823 0.069 0.112 -0.142 -0.13
N 4.013 5.378 -4.459 -0.022 0.019 0.015 -0.53
C 4.480 2.076 -3.346 -0.117 0.016 0.135 0.55
C 4.337 0.949 -2.550 0.056 0.025 -0.011 -1.08
C 3.518 0.956 -1.421 -0.076 0.090 -0.002 1.05
S 3.445 -0.454 -0.379 -0.191 -0.005 0.060 -0.60
C 5.349 2.031 -4.483 0.112 -0.011 -0.125 -0.22
N 6.057 1.979 -5.386 -0.001 -0.004 -0.007 -0.53
H 2.375 4.150 -1.685 0.000 0.006 -0.004 0.54
H 4.876 0.048 -2.804 0.004 -0.001 -0.001 0.53
C 0.174 -3.991 -0.567 0.006 -0.016 0.020 -1.57
C -0.713 -2.884 -1.113 0.000 -0.003 -0.146 1.86
C -2.115 -3.359 -1.422 0.034 0.020 0.020 -1.62
O -0.750 -1.781 -0.168 -0.248 0.090 0.233 0.10
C -0.027 -2.190 -2.305 -0.195 -0.093 0.032 -0.04
O -0.358 -2.368 -3.453 0.035 -0.100 0.052 -0.66
O 0.915 -1.388 -1.895 0.313 0.297 -0.097 -0.45
H -0.221 -4.352 0.385 0.006 -0.002 -0.003 0.38
H 1.191 -3.631 -0.412 -0.013 -0.023 0.004 0.22
H 0.197 -4.827 -1.266 0.006 0.013 -0.022 0.48
H -2.559 -3.829 -0.542 -0.005 -0.001 0.008 0.44
H -2.079 -4.088 -2.229 0.019 0.001 -0.008 0.37
H -2.748 -2.533 -1.736 -0.021 -0.010 0.003 0.29
H -1.137 -2.022 0.683 -0.042 -0.110 -0.011 0.22
N -0.439 1.039 -1.882 0.097 -0.153 0.167 -0.54
C -1.786 1.384 -1.499 -0.104 0.070 -0.011 0.02
C -2.050 2.605 -0.897 0.011 -0.043 -0.035 -0.14
C -3.310 2.841 -0.357 0.005 0.049 -0.016 -0.45
C -4.297 1.873 -0.423 -0.062 0.085 0.082 -0.13
C -4.041 0.682 -1.089 -0.005 -0.101 -0.076 -0.78
C -2.792 0.435 -1.631 0.006 0.059 -0.008 -0.13
S -5.885 2.111 0.399 0.039 -0.022 0.037 1.28
O -5.652 3.244 1.282 -0.002 -0.046 -0.040 -0.71
O -6.819 2.362 -0.684 0.029 -0.022 -0.003 -0.69
O -6.081 0.838 1.081 -0.008 0.057 -0.024 -0.70
H -0.426 0.450 -2.712 -0.020 0.036 0.006 0.35
H 0.103 1.876 -2.079 -0.016 0.000 0.005 0.22
H -1.260 3.341 -0.796 0.011 -0.004 -0.006 0.25
H -3.528 3.767 0.158 -0.009 -0.004 0.011 0.47
H -4.825 -0.061 -1.152 -0.012 0.003 0.016 0.39
H -2.585 -0.496 -2.145 0.021 -0.001 -0.013 0.40


# 3
61
Properties=species:S:1:pos:R:3:forces:R:3:mulliken_charge:R:1 method="wB97M-V/def2-TZVPD" charge=+2 de_lowest_kj_mol=37.8 lumo_energy_ha=-0.205 e_tot_ha=-5073.13892
Ca 0.092 -0.067 0.174 -0.686 0.508 0.170 1.92
S 4.873 3.234 0.007 -0.139 0.581 -0.014 -0.16
C 6.139 4.376 -0.005 -0.189 -0.025 0.011 -0.34
C 5.678 5.658 -0.006 0.415 -0.203 -0.005 -0.66
C 4.278 5.736 -0.001 -0.464 -0.500 0.004 -0.45
C 3.671 4.501 0.006 1.042 -0.042 -0.013 0.30
C 2.272 4.175 0.014 -0.917 0.035 0.006 0.52
C 1.861 2.823 0.054 0.293 0.495 -0.020 -0.01
N 0.614 2.413 0.087 -0.076 -0.508 0.071 -0.62
C -0.370 3.339 0.084 0.160 0.854 -0.036 -0.20
C -0.074 4.727 0.005 -0.046 -0.723 0.047 1.19
C -1.131 5.686 -0.046 -0.410 -0.031 -0.013 -1.00
C -2.424 5.295 -0.037 0.411 0.230 -0.050 -1.08
C -2.761 3.914 0.069 0.370 -0.492 0.046 0.92
C -4.090 3.495 0.069 0.133 -0.625 0.120 -0.56
C -4.399 2.153 0.249 0.730 0.530 0.026 0.59
C -3.310 1.295 0.498 -0.357 0.163 -0.031 -1.06
N -2.041 1.636 0.419 0.433 -0.362 -0.023 -0.45
C -1.740 2.928 0.178 -0.542 0.587 -0.055 -0.29
C -5.755 1.664 0.182 -1.006 -0.184 -0.060 0.35
C -6.226 0.380 0.336 0.357 0.513 -0.018 -0.45
C -7.617 0.277 0.182 -0.409 0.085 -0.051 -0.73
C -8.207 1.474 -0.088 0.190 0.039 0.018 -0.37
S -7.075 2.746 -0.173 0.295 -0.516 0.180 -0.17
C 1.263 5.129 -0.020 0.325 -0.585 0.004 -0.60
H 7.156 4.039 -0.009 0.230 -0.044 0.002 0.47
H 6.328 6.513 -0.010 0.128 0.178 -0.006 0.42
H 3.748 6.670 -0.001 -0.165 0.180 0.005 0.38
H 2.636 2.069 0.060 -0.079 -0.088 -0.027 0.10
H -0.860 6.729 -0.104 -0.042 0.129 -0.011 0.46
H -3.228 6.012 -0.095 -0.036 0.104 -0.011 0.46
H -4.876 4.223 -0.053 -0.092 0.171 -0.056 0.49
H -3.514 0.287 0.825 -0.118 -0.053 -0.069 0.82
H -5.612 -0.465 0.590 0.210 -0.165 0.063 0.48
H -8.171 -0.637 0.276 -0.130 -0.202 0.052 0.41
H -9.254 1.670 -0.219 -0.186 0.067 -0.083 0.47
H 1.498 6.181 -0.066 0.026 0.129 -0.016 0.44
Cl 2.788 -0.438 0.297 0.686 1.141 0.148 -0.53
C 2.381 -2.099 0.103 -0.499 -1.590 -0.201 1.72
C 1.025 -2.398 0.000 0.174 -0.407 -0.049 -1.96
C 0.792 -3.768 -0.121 0.945 0.458 0.085 1.48
Cl -0.831 -4.363 -0.258 -0.873 -0.482 0.035 -0.47
C 1.764 -4.770 -0.123 0.065 -0.191 0.017 -0.92
Cl 1.362 -6.447 -0.218 0.043 0.330 -0.016 -0.15
C 3.102 -4.395 -0.030 0.104 0.094 0.031 0.80
Cl 4.343 -5.579 -0.020 -0.167 0.195 -0.027 -0.14
C 3.412 -3.036 0.070 0.302 0.013 0.037 -0.74
Cl 5.059 -2.557 0.155 -0.087 0.094 0.032 -0.16
N -3.470 -3.684 -1.576 0.065 -0.480 0.121 -0.21
C -3.562 -2.292 -2.083 0.251 0.845 -0.273 -0.93
C -2.296 -1.492 -1.728 -0.309 -0.171 -0.362 -0.41
N -1.969 -1.447 -0.319 -0.127 0.071 0.477 0.08
H -4.299 -4.236 -1.820 0.144 0.025 0.051 0.38
H -3.352 -3.697 -0.554 -0.151 -0.047 -0.216 0.35
H -2.625 -4.153 -1.941 -0.266 0.036 0.017 0.34
H -4.453 -1.819 -1.660 0.057 -0.172 0.032 0.38
H -3.674 -2.328 -3.168 -0.065 -0.093 0.092 0.41
H -2.467 -0.471 -2.084 0.062 -0.152 -0.150 0.34
H -1.434 -1.921 -2.252 -0.068 0.142 -0.064 0.41
H -1.585 -2.335 -0.002 0.025 0.063 -0.003 -0.14
H -2.782 -1.222 0.241 0.029 0.047 0.027 0.08